[1]
Formula: C3H4BrN
Source: the OMol25 dataset
Level of theory: ωB97M-V/def2-TZVPD

Positions of all 9 atoms, in Å:
C: -0.59756 1.60795 -0.67015
N: 0.05168 0.83067 0.72346
C: 0.51319 -0.39497 0.55885
C: 0.78053 -1.75426 0.69077
Br: -0.28417 -2.95631 1.51401
H: 0.14682 2.09620 -1.31403
H: -1.45995 2.25915 -0.68321
H: -0.83382 0.52521 -1.04220
H: 1.68328 -2.21364 0.22249

Calculated values
Relative energy (zero: lowest compared OMol25 entry of this formula, charge and spin) (kcal per mole): 78.8
Gap between HOMO and LUMO (Ha): 0.31829

Charge distribution, Mulliken scheme, values in e: C -0.52; N -0.37; C 0.48; C -0.55; Br -0.07; H 0.23; H 0.28; H 0.21; H 0.32



[2]
Formula: C25H21F6N3O5ScSe
Source: the OMol25 dataset
Level of theory: ωB97M-V/def2-TZVPD

Positions of all 62 atoms, in Å:
Sc: -4.07976 -0.36047 -0.50026
F: 2.04317 -1.53437 -2.87555
C: 1.66139 -1.42535 -1.58531
C: 0.34166 -1.50396 -1.26579
C: -0.04857 -1.43513 0.07332
C: -1.46468 -1.45467 0.40110
O: -2.30552 -1.56353 -0.53626
C: -1.79518 -1.34848 1.77271
C: -0.79853 -1.26457 2.69513
N: 0.51429 -1.19940 2.39769
C: 1.49086 -1.06612 3.46180
C: 2.22995 0.23125 3.60399
C: 1.18884 -0.15944 4.60865
C: 0.91981 -1.28604 1.07713
C: 2.26966 -1.19157 0.71463
C: 2.65114 -1.24539 -0.60897
N: 4.02946 -1.11379 -0.94232
C: 4.38050 -0.33393 -2.11516
C: 5.80725 0.15550 -1.96826
N: 6.70556 -1.04548 -1.81359
C: 6.29683 -1.91426 -0.65257
C: 4.84269 -2.31041 -0.82250
C: -3.21870 -1.27676 2.29372
O: -3.43375 -1.64266 3.42691
O: -4.08173 -0.79013 1.45609
H: -0.41438 -1.62211 -2.03042
H: -1.06254 -1.23077 3.74307
H: 2.02227 -1.98640 3.67075
H: 1.96843 1.02017 2.91072
H: 3.27254 0.19126 3.88844
H: 0.25898 0.39168 4.59289
H: 1.50330 -0.48739 5.58826
H: 3.03103 -1.02710 1.46472
H: 3.72326 0.53004 -2.19583
H: 4.28738 -0.90289 -3.05109
H: 5.93013 0.76325 -1.07426
H: 6.14136 0.70630 -2.84501
H: 7.67531 -0.74828 -1.70496
H: 6.66108 -1.59923 -2.67262
H: 6.43096 -1.31759 0.24724
H: 6.95922 -2.77694 -0.63091
H: 4.53575 -2.88032 0.05206
H: 4.73776 -2.97165 -1.69950
F: -5.31381 6.60748 -1.22381
C: -4.61137 5.48268 -1.12930
C: -5.25279 4.26034 -1.14290
F: -6.57794 4.19807 -1.25429
C: -4.49290 3.11304 -1.04206
F: -5.12679 1.91521 -1.07744
C: -3.12029 3.11830 -0.93186
Se: -2.15332 1.50076 -0.79510
C: -2.50298 4.36184 -0.92147
F: -1.17381 4.45330 -0.81368
C: -3.23089 5.53145 -1.01885
F: -2.61653 6.71335 -1.00571
C: -7.37811 -0.53636 -0.75275
O: -5.98144 -0.51318 -0.79104
C: -5.11125 -1.96108 -1.93906
O: -5.89281 -2.58340 -2.47268
H: -7.77723 0.46590 -0.92037
H: -7.72637 -0.90081 0.21549
H: -7.76783 -1.19977 -1.53300

Calculated values
Charge: +1
Gap between HOMO and LUMO (Ha): 0.22771

Charge distribution, Mulliken scheme, values in e: Sc 0.94; F -0.35; C 0.53; C -0.92; C 0.75; C 1.65; O -0.97; C 0.05; C -0.68; N 0.28; C -0.26; C -0.46; C -1.01; C 0.16; C -1.02; C -1.19; N 0.39; C -0.58; C -0.94; N -0.15; C -0.74; C -0.51; C 0.36; O -0.66; O -0.56; H 0.55; H 0.77; H 0.44; H 0.26; H 0.32; H 0.36; H 0.26; H 0.61; H 0.49; H 0.43; H 0.36; H 0.43; H 0.35; H 0.40; H 0.37; H 0.39; H 0.47; H 0.27; F -0.29; C 0.52; C -0.26; F -0.29; C 0.57; F 0.13; C -0.27; Se -0.30; C 0.31; F -0.30; C 0.20; F -0.28; C -0.75; O -0.56; C 0.33; O -0.23; H 0.25; H 0.29; H 0.28



[3]
Formula: C15H23Cl3NO4RhSSi
Source: the OMol25 dataset
Level of theory: ωB97M-V/def2-TZVPD

Positions of all 49 atoms, in Å:
Rh: 0.67974 0.90353 1.13211
C: -5.34737 -1.33841 1.79010
Si: -4.29038 -1.07711 0.26929
C: -4.72777 -2.32545 -1.05503
C: -4.50696 0.65851 -0.38220
C: -2.49861 -1.43677 0.77827
C: -2.17957 -2.68733 1.31282
C: -0.89512 -3.01633 1.73408
C: 0.09940 -2.06278 1.63610
N: -0.18338 -0.88322 1.09865
C: -1.41874 -0.56770 0.67431
S: -1.30866 1.09564 0.11264
H: -6.40243 -1.18153 1.55528
H: -5.07117 -0.64037 2.58246
H: -5.24437 -2.35082 2.18605
H: -5.76135 -2.19200 -1.38198
H: -4.62444 -3.35062 -0.69342
H: -4.08173 -2.21275 -1.92764
H: -5.55332 0.79888 -0.66604
H: -3.89782 0.84488 -1.26829
H: -4.26036 1.41221 0.36634
H: -2.96162 -3.43217 1.41813
H: -0.67209 -3.98650 2.15246
H: 1.11063 -2.20899 1.98580
C: 3.40736 0.31550 -3.48933
C: 3.90517 0.53197 -2.05453
C: 4.72283 1.82879 -1.98348
C: 4.78250 -0.65148 -1.62654
C: 2.75217 0.63247 -1.14464
C: 1.78427 0.65655 -0.41914
H: 4.25680 0.24696 -4.17239
H: 2.77196 1.14271 -3.80776
H: 2.82815 -0.60546 -3.55983
H: 5.60429 1.75075 -2.62359
H: 5.05159 2.02249 -0.96204
H: 4.13017 2.67990 -2.32429
H: 5.64580 -0.73533 -2.29008
H: 4.21698 -1.58261 -1.67158
H: 5.13981 -0.51653 -0.60537
O: 2.03034 2.12707 3.85350
Cl: 1.27627 0.91427 3.90492
O: -0.03786 1.15353 3.26302
O: 1.08188 0.47237 5.23332
O: 1.92485 -0.10158 3.07105
Cl: -0.07215 4.24160 -1.20627
C: 1.47323 3.80247 -0.49372
Cl: 1.30048 3.27731 1.20765
H: 2.12017 4.67069 -0.47556
H: 1.90046 2.96280 -1.03363

Calculated values
Relative energy (zero: lowest compared OMol25 entry of this formula, charge and spin) (kcal per mole): 8.4
Gap between HOMO and LUMO (Ha): 0.28829

Charge distribution, Mulliken scheme, values in e: Rh -0.05; C -1.05; Si 0.15; C -1.06; C -1.07; C 0.42; C -0.15; C -1.08; C -0.36; N -0.08; C 0.72; S -0.26; H 0.34; H 0.34; H 0.33; H 0.33; H 0.34; H 0.34; H 0.33; H 0.33; H 0.34; H 0.32; H 0.39; H 0.54; C -1.57; C 2.37; C -1.56; C -1.65; C 0.11; C -1.18; H 0.39; H 0.38; H 0.39; H 0.43; H 0.37; H 0.35; H 0.41; H 0.39; H 0.37; O -0.61; Cl 1.87; O -0.61; O -0.64; O -0.60; Cl -0.14; C 0.37; Cl 0.07; H 0.38; H -0.50



[4]
Formula: C51H126N14O22
Source: the OMol25 dataset
Level of theory: ωB97M-V/def2-TZVPD

Positions of all 213 atoms, in Å:
C: 0.69416 1.13176 -7.02042
N: -0.20293 1.91974 -6.00881
C: -0.69698 0.88999 -4.98108
C: 0.64176 2.95151 -5.21290
C: -1.45369 2.60949 -6.69253
C: -1.09333 3.55631 -7.84627
O: -0.34112 4.69543 -7.40442
H: 0.05027 0.35179 -7.42682
H: 1.46585 0.55881 -6.50629
H: 1.08669 1.66491 -7.88631
H: -1.43765 0.29840 -5.51914
H: -1.28223 1.41463 -4.22588
H: 0.16895 0.34410 -4.60657
H: 1.15771 3.55021 -5.96355
H: 1.39429 2.35093 -4.70192
H: -0.02537 3.44586 -4.50675
H: -2.18727 3.04742 -6.01563
H: -2.01761 1.77404 -7.10739
H: -2.08656 3.97040 -8.01981
H: -0.61458 3.21983 -8.76588
H: -0.85627 5.45543 -7.68482
C: -7.13358 -0.11312 5.87525
N: -7.24710 -0.19235 4.36968
C: -7.99502 1.08475 3.94071
C: -5.75462 -0.14796 3.79300
C: -8.07941 -1.38353 3.83826
C: -7.31407 -2.74478 3.70213
O: -6.72294 -3.18835 4.89179
H: -8.07951 -0.46638 6.28576
H: -6.98757 0.90235 6.24350
H: -6.44162 -0.93457 6.06102
H: -8.81080 1.25415 4.64351
H: -8.24145 0.97978 2.88413
H: -7.27392 1.89074 4.07670
H: -5.88934 0.20856 2.77182
H: -5.31742 -1.14641 3.78558
H: -5.10018 0.52815 4.34317
H: -8.30366 -1.20246 2.78706
H: -9.11007 -1.28600 4.17934
H: -6.55472 -2.69136 2.92197
H: -7.96719 -3.54416 3.35209
H: -6.91696 -4.12182 4.77960
C: -1.40650 3.51243 3.64013
N: 0.08783 3.62000 3.27387
C: 0.64536 2.23681 3.68629
C: 0.19831 3.72819 1.74857
C: 0.88022 4.88203 3.83433
C: 1.26567 4.69038 5.35056
O: 0.37239 5.22700 6.34666
H: -1.54366 3.55915 4.72046
H: -1.91265 2.67156 3.16596
H: -1.91008 4.44811 3.39716
H: -0.05517 1.52454 3.25038
H: 0.52004 2.13388 4.76417
H: 1.67652 2.04262 3.39119
H: -0.24436 4.68187 1.46111
H: -0.40845 2.98065 1.23756
H: 1.26295 3.69979 1.51656
H: 0.25624 5.77318 3.76648
H: 1.74559 4.99183 3.18074
H: 2.26932 5.11440 5.38191
H: 1.60236 3.65893 5.45479
H: 0.64241 4.78374 7.15426
C: -3.58921 -0.13248 -0.06784
C: -2.22030 0.51108 0.11837
C: -1.14537 -0.48772 0.54952
O: 0.06778 0.30277 0.59316
C: 1.24892 -0.45666 0.21207
N: -1.70175 0.94241 -1.31158
H: -2.38377 1.47118 -1.83633
H: -0.81972 1.40929 -1.15614
H: -1.58887 0.10494 -1.86475
H: -4.42774 0.51743 -0.31798
H: -3.80951 -0.41518 0.96155
H: -3.61693 -1.14289 -0.47576
H: -2.40115 1.24863 0.90030
H: -1.02098 -1.35485 -0.09909
H: -1.23085 -0.94348 1.53597
H: 1.11152 -0.73662 -0.83237
H: 1.47313 -1.28147 0.88848
H: 2.04711 0.28379 0.15970
C: -4.05510 -5.87047 -2.13704
C: -4.42776 -5.16444 -3.49478
C: -4.68306 -3.71095 -3.26083
N: -5.18002 -2.92362 -4.44621
C: -6.56055 -3.45838 -4.91325
C: -4.15009 -2.75917 -5.58071
C: -4.49746 -1.39374 -6.21973
C: -4.99853 -0.47434 -5.04586
C: -5.42875 -1.46016 -3.99916
H: -4.92144 -6.08182 -1.51024
H: -3.60055 -5.06810 -1.55593
H: -3.53402 -6.80954 -2.32342
H: -5.33189 -5.63559 -3.88035
H: -3.58460 -5.32972 -4.16552
H: -3.74832 -3.24295 -2.95207
H: -5.54856 -3.73391 -2.59865
H: -6.44612 -4.28624 -5.61300
H: -7.04052 -2.72404 -5.56015
H: -7.14554 -3.69268 -4.02388
H: -4.10497 -3.57987 -6.29662
H: -3.15484 -2.88365 -5.15399
H: -5.21826 -1.66900 -6.98966
H: -3.58413 -1.01933 -6.68206
H: -5.85259 0.12575 -5.35981
H: -4.26781 0.25929 -4.70540
H: -6.46736 -1.15833 -3.86383
H: -4.99586 -1.33249 -3.00698
C: 6.26453 -2.31610 4.26844
C: 6.80115 -1.40322 3.11795
C: 5.71342 -0.51325 2.31816
N: 6.08640 0.16188 1.03985
C: 6.83141 1.45537 1.38361
C: 4.82994 0.39528 0.17533
C: 4.61146 -0.84787 -0.57912
C: 5.90208 -1.66695 -0.41567
C: 6.92922 -0.68899 0.11122
H: 5.35877 -1.94054 4.74453
H: 7.01854 -2.47320 5.03974
H: 5.90939 -3.26418 3.86455
H: 7.39983 -1.90556 2.35811
H: 7.47035 -0.77801 3.70904
H: 5.31501 0.26404 2.97022
H: 4.89140 -1.19161 2.08968
H: 7.33287 1.90363 0.52588
H: 7.34650 1.38595 2.34170
H: 6.01999 2.09204 1.73626
H: 5.05306 1.26408 -0.44396
H: 4.04976 0.68971 0.87727
H: 4.44410 -0.70266 -1.64635
H: 3.71248 -1.39061 -0.28697
H: 6.22349 -1.95036 -1.41791
H: 5.71069 -2.51332 0.24397
H: 7.26406 -0.02986 -0.68973
H: 7.84644 -1.02241 0.59665
C: 3.23235 -0.99522 -3.96800
C: 4.02939 0.02380 -4.80215
C: 5.14819 -0.56186 -5.61114
N: 6.54433 0.16507 -5.71820
C: 6.48668 1.54980 -6.40544
C: 7.64281 -0.72345 -6.40308
C: 8.78762 -0.93475 -5.43348
C: 8.15878 -0.72682 -4.03221
C: 7.18628 0.42986 -4.30236
H: 2.86268 -0.56346 -3.03793
H: 3.85823 -1.83288 -3.66023
H: 2.44180 -1.51820 -4.50615
H: 4.33387 0.82642 -4.13045
H: 3.32276 0.61293 -5.38671
H: 4.76743 -0.77317 -6.61039
H: 5.47678 -1.53098 -5.23573
H: 5.69875 2.15216 -5.95331
H: 6.00586 1.27134 -7.34318
H: 7.53351 1.81651 -6.55084
H: 8.01977 -0.29146 -7.33012
H: 7.17803 -1.68648 -6.61443
H: 9.56962 -0.19053 -5.58417
H: 9.18452 -1.94605 -5.34494
H: 8.78974 -0.21544 -3.30523
H: 7.56094 -1.58382 -3.72200
H: 7.77333 1.34545 -4.23042
H: 6.49909 0.61969 -3.47783
C: 2.46659 -2.18874 3.96125
C: 1.96609 -1.23505 5.06453
C: 1.80330 -2.07412 6.38242
N: 1.85468 -1.31247 7.70701
C: 1.47575 -2.38266 8.79291
C: 0.68881 -0.25892 7.67084
C: 1.08696 0.78476 8.74184
C: 2.62844 0.87519 8.64476
C: 3.09583 -0.48723 8.08592
H: 1.84118 -2.14019 3.06985
H: 2.40685 -3.25511 4.17900
H: 3.49227 -2.04288 3.62241
H: 0.97261 -0.88994 4.77817
H: 2.68383 -0.41973 5.15515
H: 2.72019 -2.64453 6.53094
H: 0.90062 -2.68329 6.42943
H: 2.28195 -3.10383 8.92726
H: 0.65624 -3.04162 8.50606
H: 1.14890 -1.87927 9.70278
H: -0.24465 -0.81803 7.73508
H: 0.71559 0.35497 6.77054
H: 0.63684 0.41852 9.66453
H: 0.61140 1.74809 8.55759
H: 3.05151 1.12022 9.61896
H: 2.94325 1.71130 8.02032
H: 3.59377 -1.03245 8.88772
H: 3.65440 -0.37194 7.15705
N: -7.48978 -0.79154 -0.23372
O: -6.95531 0.26183 -0.03581
O: -8.22708 -0.96583 -1.21721
O: -7.29252 -1.81661 0.46996
N: -3.36541 3.75122 -3.96685
O: -3.24967 2.72416 -3.25485
O: -4.22501 3.84239 -4.86642
O: -2.55609 4.66106 -3.95908
N: -0.95195 -2.37193 -2.99912
O: 0.22855 -2.05089 -2.92088
O: -1.70007 -1.47127 -2.75339
O: -1.33601 -3.43504 -3.42048
N: 1.45015 3.14832 -1.92020
O: 2.64578 3.18555 -2.08063
O: 0.78466 4.06413 -1.42255
O: 0.89969 2.13097 -2.24796
N: -2.45418 -1.22239 4.40689
O: -2.90008 -1.44001 3.37235
O: -1.68418 -0.21089 4.58614
O: -2.75947 -1.87745 5.29238
N: -5.24526 2.87473 2.44243
O: -6.33203 2.84085 1.86076
O: -4.24072 2.92936 1.76740
O: -5.13763 3.12654 3.63999

Calculated values
Spin multiplicity: 2
Charge: +1
Gap between HOMO and LUMO (alpha / beta) (Ha): 0.08445 / 0.18855

Mulliken atomic charge list, values in e, 99 entries: C -0.65; N 0.73; C -0.56; C -0.88; C 0.39; C -0.98; O -0.48; H 0.34; H -0.01; H 0.38; H 0.25; H 0.14; H 0.14; H 0.54; H 0.24; H 0.20; H -0.05; H 0.14; H 0.53; H 0.25; H 0.33; C -1.03; N 0.47; C -0.97; C -0.84; C -0.51; C -0.82; O -0.48; H 0.35; H 0.33; H 0.43; H 0.37; H 0.32; H 0.39; H -0.03; H 0.46; H 0.47; H 0.20; H 0.52; H 0.30; H 0.57; H 0.34; C -0.94; N 0.65; C -1.03; C -0.81; C -0.42; C -0.43; O -0.50; H 0.38; H 0.32; H 0.35; H -0.14; H 0.59; H 0.46; H 0.46; H -0.18; H 0.52; H 0.40; H 0.41; H 0.44; H 0.10; H 0.34; C -1.81; C 1.91; C -1.03; O 0.73; C -0.59; N 1.03; H 0.51; H 0.06; H -0.15; H 0.62; H 0.12; H 0.07; H -0.85; H 0.26; H 0.26; H -0.01; H 0.27; H -0.16; C -1.34; C -0.23; C -0.76; N 0.74; C -1.06; C -0.41; C -0.65; C -0.10; C -0.18; H 0.41; H 0.32; H 0.35; H 0.38; H 0.34; H -0.06; H 0.48; H 0.34; H 0.47



Number 1 is which compound?
C3H4BrN